Record 1
Density functional theory data (ωB97M-V with the def2-TZVPD basis set) for 9 unconnected molecules or ions with the total composition C23H68NO10PS8.

Each line ends with the Mulliken charge.
Positions of all 111 atoms, in Å:
C 1.22 -1.24 0.52  -1.1709
C -0.23 -1.42 0.07  -0.2245
C -0.62 -0.61 -1.16  0.7261
C -0.21 0.87 -1.07  -1.2478
N 1.12 1.22 -1.54  0.1505
P 1.34 1.38 -3.29  0.7270
O 1.45 1.69 -4.99  -0.4836
C 2.37 0.87 -5.69  -0.6577
C 1.77 -0.44 -6.21  0.4809
C 2.14 -0.73 -7.64  -1.5070
O 2.24 -1.57 -5.43  -0.6070
H 1.31 -0.33 1.11  0.1472
H 1.51 -2.06 1.17  0.5121
H 1.91 -1.21 -0.31  0.2027
H -0.41 -2.47 -0.13  0.2423
H -0.91 -1.15 0.88  0.2257
H -1.70 -0.65 -1.25  -0.4617
H -0.23 -1.12 -2.05  0.1868
H -0.29 1.16 -0.03  0.3452
H -0.94 1.46 -1.62  0.3938
H 1.83 0.64 -1.11  0.0568
H 2.62 1.91 -3.09  -0.1777
H 1.18 0.00 -3.53  -0.2182
H 0.25 2.26 -3.31  -0.0967
H 3.26 0.67 -5.09  0.3382
H 2.70 1.45 -6.55  0.3910
H 0.69 -0.36 -6.10  0.2833
H 1.50 -1.53 -8.01  0.3347
H 3.16 -1.10 -7.67  0.3567
H 2.00 0.13 -8.29  0.4253
H 1.48 -1.95 -4.95  0.3383
C 3.38 4.96 -1.03  -0.2801
S 4.65 4.44 -2.19  0.4493
O 4.62 2.95 -2.19  -0.5468
C 6.05 4.93 -1.18  -0.8289
H 2.41 4.70 -1.46  0.2785
H 3.51 4.44 -0.08  -0.2729
H 3.44 6.04 -0.90  0.4356
H 6.00 4.42 -0.22  0.1233
H 6.03 6.01 -1.04  0.3797
H 6.95 4.64 -1.70  0.3420
C 3.93 3.51 3.05  -1.0838
S 3.10 2.79 1.63  0.5836
O 1.84 2.18 2.13  -0.6732
C 4.28 1.46 1.39  -0.7094
H 3.33 4.35 3.40  0.4356
H 4.02 2.76 3.84  0.3984
H 4.92 3.86 2.76  0.1958
H 4.34 0.85 2.29  0.0554
H 5.26 1.89 1.14  0.4203
H 3.94 0.85 0.56  0.2774
C -4.64 -3.84 -1.25  -0.7428
S -2.87 -3.72 -1.00  0.9158
O -2.22 -4.34 -2.20  -0.7291
C -2.80 -4.94 0.32  -1.1489
H -4.90 -3.19 -2.08  0.1032
H -4.90 -4.87 -1.50  0.1924
H -5.16 -3.52 -0.36  0.2999
H -3.21 -5.89 -0.03  0.3772
H -3.36 -4.57 1.17  0.3529
H -1.75 -5.07 0.60  0.3441
C -8.36 -8.50 -2.87  -0.9345
S -6.91 -7.77 -2.09  0.4982
O -7.37 -6.55 -1.37  -0.5917
C -6.14 -7.21 -3.62  -0.9047
H -9.00 -8.88 -2.07  0.3191
H -8.89 -7.75 -3.44  0.3049
H -8.05 -9.33 -3.51  0.3530
H -6.83 -6.55 -4.15  0.2929
H -5.90 -8.08 -4.24  0.3877
H -5.23 -6.68 -3.37  0.2818
C -5.63 0.05 -2.48  -1.1314
S -4.68 0.02 -0.95  0.7067
O -5.18 -1.14 -0.15  -0.6211
C -5.42 1.49 -0.24  -0.9804
H -5.34 -0.82 -3.06  0.3233
H -6.69 0.01 -2.25  0.3668
H -5.39 0.96 -3.03  0.4040
H -6.50 1.37 -0.16  0.3663
H -5.19 2.36 -0.86  0.4552
H -5.00 1.63 0.75  0.0748
C -7.98 1.88 4.68  -0.9414
S -6.68 2.36 3.54  0.4843
O -7.31 2.55 2.20  -0.5808
C -5.85 0.76 3.52  -0.8392
H -8.64 2.73 4.80  0.3262
H -8.53 1.04 4.26  0.3057
H -7.54 1.62 5.64  0.3528
H -6.55 0.00 3.18  0.2904
H -5.49 0.54 4.52  0.4195
H -5.02 0.82 2.83  0.2259
C 3.16 -2.09 4.93  -1.0168
S 4.38 -1.67 3.68  0.4946
O 3.67 -1.62 2.37  -0.5113
C 5.28 -3.22 3.75  -1.0274
H 2.47 -1.26 5.01  0.3135
H 2.63 -2.99 4.63  0.3267
H 3.67 -2.24 5.89  0.4083
H 4.60 -4.05 3.54  0.3019
H 5.73 -3.34 4.74  0.3981
H 6.06 -3.19 3.00  0.3299
C 5.94 6.18 5.90  -0.9105
S 6.92 5.35 4.65  0.5450
O 6.92 3.90 4.99  -0.5969
C 8.50 6.01 5.17  -0.9631
H 4.91 5.87 5.78  0.2806
H 6.30 5.90 6.89  0.3101
H 6.01 7.26 5.76  0.3638
H 8.69 5.74 6.21  0.2966
H 8.50 7.09 5.05  0.3580
H 9.27 5.57 4.54  0.3279

Properties
* maximum force: 0.7 eV/A
* multiplicity: 1

Record 2
Density functional theory data (ωB97M-V with the def2-TZVPD basis set) for 10 unconnected molecules or ions with the total composition C23H70BN2O11S10.

Each line ends with the Mulliken charge.
Positions of all 117 atoms, in Å:
C 0.69 0.37 -0.33  -0.9117
N 1.25 0.28 -1.74  0.0573
C 0.08 0.64 -2.64  -0.5760
B 2.40 1.28 -1.87  0.4479
O 2.26 2.71 -2.21  -0.5456
S 4.14 0.59 -1.63  0.0281
C 5.08 1.47 -0.27  -0.5334
C 4.16 2.15 0.90  0.1064
O 3.69 1.07 1.81  -0.4353
C 5.16 3.11 1.83  -0.5894
N 5.88 4.16 1.00  -0.5429
H 1.63 0.30 0.40  0.1649
H 0.15 1.38 -0.09  0.2986
H 0.02 -0.57 -0.04  0.3533
H 0.16 0.11 -3.70  0.0612
H -0.89 0.16 -2.13  0.3313
H -0.14 1.79 -2.72  0.2481
H 1.78 3.22 -1.46  0.3584
H 4.83 0.90 -2.84  0.2442
H 5.76 0.65 0.27  0.3965
H 5.84 2.22 -0.79  0.4754
H 3.32 2.86 0.52  0.0827
H 3.36 1.45 2.67  0.2734
H 5.90 2.40 2.44  0.3339
H 4.45 3.67 2.61  0.3347
H 5.19 4.82 0.58  0.2111
H 6.62 4.66 1.55  0.2542
C 3.18 -1.25 -7.32  -0.9325
S 2.32 -1.55 -5.76  0.4235
O 0.85 -1.55 -6.04  -0.4840
C 2.72 0.06 -5.02  -0.2917
H 3.03 -2.12 -7.97  0.3311
H 2.77 -0.36 -7.81  0.2652
H 4.25 -1.12 -7.13  0.3900
H 2.35 0.86 -5.65  0.3693
H 3.81 0.14 -4.91  0.4693
H 2.25 0.11 -4.03  -0.4945
C -1.54 0.09 4.89  -1.0537
S 0.01 0.12 3.95  0.7950
O -0.16 1.11 2.84  -0.5874
C -0.18 -1.53 3.23  -1.1013
H -1.65 1.05 5.40  0.2794
H -2.38 -0.07 4.21  0.2585
H -1.50 -0.71 5.63  0.5219
H -1.11 -1.59 2.66  0.3145
H -0.18 -2.28 4.03  0.3903
H 0.67 -1.72 2.57  0.3027
C -5.27 3.33 2.68  -1.0348
S -3.77 2.35 2.91  0.5097
O -3.97 1.51 4.15  -0.5452
C -2.71 3.74 3.36  -0.8998
H -6.10 2.65 2.43  0.3342
H -5.52 3.87 3.60  0.3018
H -5.12 4.04 1.86  0.3812
H -3.11 4.25 4.23  0.3317
H -2.64 4.43 2.51  0.4113
H -1.71 3.35 3.59  0.1849
C -5.31 -1.30 8.65  -0.9659
S -4.80 -1.58 6.93  0.3908
O -3.35 -1.23 6.83  -0.5439
C -5.75 -0.21 6.24  -0.8431
H -4.80 -2.03 9.28  0.3224
H -5.03 -0.29 8.96  0.2915
H -6.39 -1.43 8.74  0.3790
H -5.44 0.73 6.70  0.2758
H -6.82 -0.37 6.40  0.4670
H -5.56 -0.16 5.16  0.1898
C 0.12 -4.75 -6.08  -0.8995
S 1.25 -5.68 -7.15  0.4820
O 0.51 -6.02 -8.40  -0.5855
C 1.30 -7.17 -6.12  -0.9496
H -0.08 -3.79 -6.55  0.1469
H -0.81 -5.30 -5.96  0.4581
H 0.59 -4.59 -5.11  0.3457
H 0.29 -7.57 -6.00  0.2863
H 1.72 -6.93 -5.15  0.3632
H 1.92 -7.92 -6.62  0.3257
C -2.67 -8.75 -11.07  -0.8912
S -1.17 -9.74 -10.84  0.4667
O -1.36 -10.57 -9.61  -0.6194
C -0.11 -8.34 -10.39  -0.7609
H -3.50 -9.43 -11.32  0.3165
H -2.91 -8.22 -10.15  0.2871
H -2.52 -8.05 -11.89  0.3356
H -0.51 -7.83 -9.52  0.1963
H -0.04 -7.65 -11.24  0.3555
H 0.89 -8.73 -10.17  0.3269
C -1.22 1.11 -6.21  -0.3917
S -1.14 0.72 -7.97  0.5409
O 0.17 1.23 -8.49  -0.6317
C -2.42 1.89 -8.48  -0.9738
H -0.47 0.51 -5.68  -0.3777
H -1.01 2.17 -6.05  0.4152
H -2.21 0.86 -5.82  0.4435
H -2.14 2.90 -8.18  0.2904
H -3.37 1.62 -8.02  0.3626
H -2.52 1.85 -9.57  0.3462
C 1.81 2.61 7.73  -0.9855
S 2.94 1.68 6.66  0.3309
O 2.19 1.35 5.40  -0.4760
C 2.98 0.19 7.68  -0.9636
H 1.61 3.58 7.26  0.2452
H 0.87 2.06 7.85  0.3202
H 2.28 2.77 8.70  0.4664
H 1.97 -0.21 7.80  0.2708
H 3.41 0.43 8.66  0.3935
H 3.61 -0.55 7.19  0.3320
C -1.35 5.76 10.67  -1.0115
S -0.75 4.67 9.35  0.5623
O 0.70 4.41 9.61  -0.5918
C -0.86 5.90 8.03  -0.9240
H -1.33 5.21 11.61  0.3284
H -0.70 6.64 10.75  0.3129
H -2.38 6.07 10.45  0.3746
H -0.24 6.77 8.28  0.3261
H -1.90 6.21 7.90  0.3835
H -0.49 5.45 7.11  0.2641

Properties
* maximum force: 4.6 eV/A
* ΔE to the lowest compared entry with this formula, charge and spin: 100.52 kcal per mole
* multiplicity: 1
* total charge: +1

Record 3
Density functional theory data (ωB97M-V with the def2-TZVPD basis set) for 14 unconnected molecules or ions with the total composition C23H71BrF2N4O17P.

Each line ends with the Mulliken charge.
Positions of all 119 atoms, in Å:
C -2.84 0.72 2.29  -1.0373
C -2.05 -0.36 2.52  -0.3870
C -1.40 -1.18 1.43  -0.2885
N 0.08 -1.43 1.64  1.5239
O 0.11 -2.01 2.95  -0.5471
C 0.59 -2.61 0.75  1.5921
C -0.55 -3.47 0.21  -2.5043
F 1.29 -3.52 1.54  -0.3857
C 1.48 -2.27 -0.44  -3.6832
C 1.93 -0.82 -0.63  3.9550
C 3.21 -0.86 -1.52  -3.5900
N 3.32 -2.06 -2.36  -0.2042
C 0.80 -0.07 -1.37  0.3919
C 0.47 -0.48 -2.81  -1.3356
C -0.76 -1.38 -2.95  -0.8228
C -2.05 -0.73 -2.43  -1.5044
N -2.92 -1.70 -1.77  0.4301
C -4.11 -1.08 -1.12  -0.9386
C -3.31 -2.76 -2.63  0.5721
C -3.42 -4.11 -1.98  -1.2135
O -3.53 -2.61 -3.80  -0.5650
C 2.29 -0.31 0.81  0.0254
O 3.30 -1.18 1.30  -0.6928
P 3.35 1.31 0.80  -0.2045
N 3.08 2.07 -0.68  -0.2689
O 4.91 0.80 0.66  -0.4857
C 1.04 -0.16 1.79  1.6907
C 1.68 -0.11 3.18  -1.7861
C 0.87 0.26 4.44  -0.9927
C 1.26 -0.58 5.65  -0.9745
F 0.93 -1.93 5.51  -0.3110
C 0.37 1.17 1.37  0.2226
C 0.09 2.34 2.33  -0.3423
C -0.77 3.34 1.53  -1.7292
Br 1.58 3.40 2.97  -0.2072
H -2.68 1.69 2.75  0.3625
H -3.71 0.65 1.65  0.2991
H -1.94 -0.74 3.53  0.4828
H -1.93 -2.13 1.43  0.8596
H -1.59 -0.75 0.45  -0.6325
H -0.62 -2.66 2.99  0.5200
H -0.07 -4.27 -0.35  0.5056
H -1.23 -2.92 -0.43  0.6686
H -1.10 -3.94 1.03  0.3678
H 1.05 -2.62 -1.37  0.9200
H 2.38 -2.88 -0.33  0.8582
H 3.16 0.00 -2.19  0.6717
H 4.13 -0.74 -0.95  0.3446
H 3.40 -1.81 -3.34  0.3241
H 4.12 -2.62 -2.10  0.2058
H -0.12 -0.21 -0.79  -1.0577
H 0.96 1.01 -1.34  0.7099
H 1.30 -0.93 -3.36  0.1674
H 0.22 0.43 -3.36  0.3775
H -0.61 -2.38 -2.55  0.2756
H -0.91 -1.52 -4.03  0.7763
H -1.86 0.12 -1.76  0.8957
H -2.59 -0.32 -3.30  0.4854
H -4.98 -1.70 -1.31  0.4888
H -3.94 -1.05 -0.04  0.0044
H -4.24 -0.09 -1.54  0.3646
H -2.48 -4.64 -2.08  0.3070
H -4.20 -4.70 -2.46  0.4435
H -3.67 -4.03 -0.92  0.3024
H 2.97 -1.94 1.79  0.5538
H 3.72 1.74 -1.39  0.0859
H 3.23 3.07 -0.56  0.3624
H 5.30 0.83 1.54  0.3807
H 2.51 0.60 3.13  0.6472
H 2.18 -1.05 3.42  1.2825
H 1.12 1.27 4.77  0.5642
H -0.21 0.21 4.36  0.1443
H 2.33 -0.50 5.85  0.3050
H 0.73 -0.22 6.53  0.5088
H 0.85 1.62 0.50  0.6293
H -0.63 1.03 0.95  -0.8872
H -0.53 2.07 3.18  0.4766
H -1.64 2.86 1.09  0.3890
H -1.05 4.17 2.19  0.4471
H -0.15 3.81 0.76  0.4504
O 3.52 2.19 5.92  -0.6343
H 3.39 3.00 6.42  0.3087
H 3.05 2.33 5.10  0.2300
O 6.42 -2.42 -2.52  -0.5954
H 7.22 -2.63 -3.01  0.2978
H 6.70 -1.77 -1.87  0.3156
O 4.60 4.19 -1.99  -0.6450
H 3.98 4.01 -2.70  0.3156
H 5.42 3.77 -2.27  0.2965
O 0.60 6.06 -0.20  -0.5703
H 1.44 5.93 -0.67  0.3187
H 0.81 6.77 0.43  0.2597
O -5.82 -6.17 -1.24  -0.6007
H -6.24 -6.94 -0.84  0.2989
H -6.46 -5.87 -1.89  0.3047
O 2.03 7.02 -2.39  -0.6259
H 1.87 7.85 -1.93  0.3118
H 1.55 7.10 -3.22  0.3092
O 2.98 -3.24 4.09  -0.5599
H 2.40 -3.57 3.40  0.2905
H 3.81 -3.72 3.96  0.2967
O 2.78 7.70 1.42  -0.5677
H 3.02 7.33 2.28  0.3059
H 3.57 8.19 1.15  0.2848
O 5.04 0.20 -3.90  -0.5822
H 5.38 0.16 -4.80  0.2894
H 5.08 -0.72 -3.60  0.3129
O -7.29 -1.66 -2.09  -0.6355
H -7.57 -0.90 -2.61  0.3107
H -6.66 -2.10 -2.67  0.3161
O 1.54 7.57 4.31  -0.6309
H 1.50 6.69 3.94  0.2820
H 1.02 8.11 3.71  0.3301
O -8.89 -0.67 -4.49  -0.6095
H -9.10 -1.55 -4.83  0.3383
H -9.39 -0.07 -5.06  0.2973
O -10.06 -3.49 -5.68  -0.6505
H -9.52 -4.15 -6.11  0.3202
H -10.54 -3.97 -5.00  0.3248

Properties
* maximum force: 2.6 eV/A
* multiplicity: 1
* total charge: +1

Record 4
Density functional theory data (ωB97M-V with the def2-TZVPD basis set) for 9 unconnected molecules or ions with the total composition C23H71N6O8.

Each line ends with the Mulliken charge.
Positions of all 108 atoms, in Å:
N 0.83 -0.24 -0.75  1.6038
H 0.77 0.30 -1.69  -0.2908
H 1.03 0.51 -0.11  -0.1957
H 1.48 -0.95 -0.70  0.2232
H -0.33 -0.62 -0.74  -0.3742
C -3.27 0.62 -0.88  -2.0413
C -2.63 2.01 -0.67  0.2312
C -2.31 2.38 0.79  -1.0301
O -3.52 2.49 1.47  -0.4664
C -3.34 2.99 2.75  -0.9489
N -1.24 1.88 -1.29  -0.0601
H -4.13 0.52 -0.34  0.7810
H -2.53 -0.23 -0.54  0.1070
H -3.52 0.40 -1.84  0.6370
H -3.19 2.72 -1.18  0.7874
H -1.73 3.23 0.96  0.7841
H -1.82 1.70 1.36  0.3395
H -4.22 3.00 3.43  0.3317
H -2.68 3.78 2.71  0.4518
H -2.81 2.32 3.46  0.2737
H -1.54 1.69 -2.16  -0.3926
H -1.02 2.84 -1.40  0.3167
C -1.76 -4.40 1.50  -1.4121
C -2.17 -3.77 0.11  0.1485
C -3.46 -2.94 0.20  -0.4118
O -4.51 -3.77 0.58  -0.4650
C -5.65 -2.93 0.75  -0.9284
N -1.11 -2.78 -0.40  -0.0645
H -0.81 -4.93 1.40  0.3692
H -2.73 -4.89 1.71  0.5354
H -1.67 -3.80 2.50  0.1449
H -2.30 -4.61 -0.59  0.4406
H -3.77 -2.53 -0.75  0.3596
H -3.47 -2.22 1.09  0.3038
H -5.42 -2.14 1.59  0.2791
H -6.40 -3.42 1.38  0.3423
H -5.97 -2.43 0.00  0.4831
H -1.14 -2.38 -1.53  -0.0830
H -0.28 -3.45 -0.61  0.3049
C 0.78 2.25 2.62  -0.6015
C 2.24 2.43 2.56  0.5166
C 2.65 2.63 4.01  -0.8032
O 1.95 3.71 4.61  -0.3338
C 2.35 3.85 5.96  -0.9177
N 3.06 1.48 1.89  -0.3007
H 0.65 1.20 3.11  0.1121
H 0.30 2.16 1.66  -0.2210
H -0.09 2.91 3.15  0.2375
H 2.36 3.52 2.12  0.2326
H 3.62 2.82 3.92  0.7949
H 2.77 1.54 4.69  -0.0204
H 3.50 3.99 6.12  0.2551
H 2.27 3.09 6.60  0.4329
H 1.73 4.59 6.25  0.3593
H 2.62 0.56 2.23  -0.3017
H 3.97 1.71 2.17  0.2926
C 2.45 -2.65 1.69  -2.2302
C 1.25 -2.42 2.61  -0.7247
C 1.65 -1.67 3.81  -0.3277
O 2.68 -2.57 4.47  -0.4424
C 3.18 -2.10 5.69  -0.7390
N 0.21 -1.62 1.96  0.2462
H 3.13 -2.89 2.25  1.0947
H 2.76 -1.71 1.18  0.1338
H 2.24 -3.35 1.00  0.4424
H 0.74 -3.05 2.86  1.5540
H 0.92 -1.65 4.72  0.3869
H 2.13 -0.73 3.70  0.1042
H 2.27 -1.54 6.14  0.2738
H 3.85 -1.31 5.54  0.3092
H 3.57 -2.75 6.45  0.2744
H -0.48 -1.27 2.80  0.2943
H -0.65 -1.96 1.34  -0.4542
C 1.20 2.41 -5.47  -1.5754
C 0.49 1.44 -4.48  0.5765
C -0.94 1.29 -4.94  0.0664
O -1.51 2.55 -4.94  -0.4394
C -2.87 2.53 -5.51  -0.8835
N 1.18 0.21 -4.48  -0.5131
H 2.30 2.30 -5.05  0.3619
H 0.81 3.40 -5.30  0.4070
H 1.02 2.29 -6.56  0.3271
H 0.64 1.92 -3.59  0.1698
H -1.41 0.77 -4.10  -0.6459
H -1.08 1.14 -6.07  0.5859
H -3.17 2.31 -6.56  0.3341
H -3.53 3.38 -5.54  0.3654
H -3.40 1.83 -4.87  0.3089
H 0.97 -0.42 -5.35  0.2824
H 2.14 0.30 -4.59  0.3155
C 3.21 -2.75 -3.10  -1.0215
O 3.25 -1.98 -1.95  -0.3211
H 3.88 -2.38 -3.72  0.4684
H 2.32 -2.73 -3.53  0.3629
H 3.54 -3.83 -3.09  0.2816
H 4.15 -1.70 -1.75  0.2363
C 3.59 1.59 -1.49  -0.3915
O 2.73 2.34 -0.72  -0.4874
H 4.46 2.25 -1.83  0.3107
H 3.17 1.16 -2.25  -0.0303
H 4.25 0.96 -0.83  0.2040
H 3.02 2.31 0.14  0.3991
C -1.81 -1.88 -3.67  -0.5735
O -0.61 -1.45 -3.05  -0.2550
H -2.19 -2.86 -3.35  0.3377
H -1.56 -1.76 -4.85  0.2221
H -2.47 -1.20 -3.29  0.0142
H -0.05 -0.86 -3.71  -0.1444

Properties
* maximum force: 16.5 eV/A
* ΔE to the lowest compared entry with this formula, charge and spin: 33.59 kcal per mole
* multiplicity: 1
* total charge: +1

Record order is preserved below.
E: -142881.8761, -159502.0386, -150526.3132, -50299.1630 eV
Record order is preserved below.
Gap between HOMO and LUMO: 0.2966, 0.1914, 0.2686, 0.3515 hartree